Density functional theory data (ωB97M-V/def2-TZVPD) for a 6-piece molecular cluster, C25H36N7O3 overall in a non-equilibrium geometry.

Computed properties:
M, g mol⁻¹: 482.61
Electronic energy, eV: -43082.791

ORCA input file:
```
! RIJCOSX wB97M-V def2-TZVPD def2/J DEFGRID3
* xyz -1 1
N -0.06 -4.83 0.91
C 0.99 -3.99 1.48
C 0.51 -2.63 2.02
O -0.75 -2.31 1.51
C 1.54 -1.52 1.75
N 1.05 -0.53 0.79
C 0.89 -1.11 -0.57
C 1.89 -0.52 -1.55
O 1.56 0.54 -2.14
O 3.00 -1.11 -1.68
H -0.94 -4.73 1.38
H -0.16 -4.70 -0.08
H 1.41 -4.53 2.32
H 1.80 -3.89 0.76
H 0.44 -2.74 3.10
H -0.89 -1.36 1.60
H 1.73 -1.01 2.70
H 2.51 -1.92 1.45
H 1.80 0.14 0.70
H -0.10 -0.83 -0.93
H 0.90 -2.19 -0.56
N -4.91 -1.22 0.77
C -5.26 -0.06 0.11
C -4.10 0.53 -0.32
C -3.02 -0.30 0.09
C -3.55 -1.37 0.76
H -5.56 -1.85 1.19
H -6.29 0.23 0.00
H -4.03 1.45 -0.87
H -1.97 -0.13 -0.08
H -3.08 -2.21 1.23
N 1.96 -6.58 -1.10
C 2.11 -6.57 -2.46
C 2.99 -7.56 -2.80
C 3.39 -8.20 -1.59
C 2.73 -7.57 -0.57
H 1.38 -5.96 -0.57
H 1.58 -5.86 -3.07
H 3.31 -7.80 -3.80
H 4.07 -9.03 -1.49
H 2.75 -7.74 0.50
N -3.71 2.96 2.42
C -4.91 3.60 2.49
C -4.67 4.90 2.84
C -3.26 5.05 2.97
C -2.70 3.83 2.71
H -3.58 1.99 2.18
H -5.83 3.08 2.29
H -5.42 5.67 2.97
H -2.73 5.95 3.23
H -1.67 3.52 2.70
N 5.05 0.84 -1.75
C 6.03 0.99 -0.82
C 6.94 1.92 -1.28
C 6.47 2.34 -2.56
C 5.31 1.66 -2.81
H 4.25 0.21 -1.68
H 6.00 0.43 0.10
H 7.82 2.25 -0.77
H 6.94 3.06 -3.21
H 4.64 1.68 -3.65
N -1.93 5.81 -1.24
C -2.87 5.90 -0.24
C -3.26 7.21 -0.16
C -2.54 7.93 -1.15
C -1.73 7.04 -1.80
H -1.47 4.96 -1.51
H -3.17 5.03 0.32
H -3.99 7.60 0.53
H -2.61 8.99 -1.36
H -1.03 7.17 -2.60
*
```

And the Mulliken charges, in e, turn out to be:
1 N -0.65
2 C -1.02
3 C 0.22
4 O -0.33
5 C -0.86
6 N -0.40
7 C 0.60
8 C 0.06
9 O -0.74
10 O -0.91
11 H 0.24
12 H 0.23
13 H 0.43
14 H 0.38
15 H 0.39
16 H 0.21
17 H 0.42
18 H 0.36
19 H 0.33
20 H 0.08
21 H -0.07
22 N 0.05
23 C -0.47
24 C -1.21
25 C 0.16
26 C -0.58
27 H 0.17
28 H 0.43
29 H 0.46
30 H 0.39
31 H 0.53
32 N 0.07
33 C -0.36
34 C -0.54
35 C -0.59
36 C -0.37
37 H 0.35
38 H 0.35
39 H 0.38
40 H 0.38
41 H 0.36
42 N 0.10
43 C -0.41
44 C -0.45
45 C -0.50
46 C -0.56
47 H 0.18
48 H 0.39
49 H 0.40
50 H 0.41
51 H 0.41
52 N 0.17
53 C -0.40
54 C -0.56
55 C -0.58
56 C -0.38
57 H 0.36
58 H 0.35
59 H 0.37
60 H 0.37
61 H 0.38
62 N 0.01
63 C -0.35
64 C -0.26
65 C -0.61
66 C -0.46
67 H 0.20
68 H 0.29
69 H 0.43
70 H 0.38
71 H 0.39

---

Density functional theory data (ωB97M-V/def2-TZVPD) for one molecule with the formula CHO2PS in a non-equilibrium geometry.

Computed properties:
SMILES: O=COP=S
Energy above the lowest of the compared OMol25 structures with the same formula, charge and spin, kJ/mol: 0.0
M, g mol⁻¹: 108.06
Electronic energy, eV: -25272.353

ORCA input file:
```
! RIJCOSX wB97M-V def2-TZVPD def2/J DEFGRID3
* xyz 0 1
C 0.76 0.53 -0.58
O -0.40 -0.06 -0.41
O 1.38 1.04 0.30
P -1.09 -0.10 1.19
S -1.77 -1.90 1.12
H 1.13 0.49 -1.61
*
```

And the natural (NBO) charges, in e, turn out to be:
1 C 0.65
2 O -0.78
3 O -0.57
4 P 0.92
5 S -0.35
6 H 0.13

---

| no. | frontier orbital gap (eV) |
| --- | --- |
| 1 | 7.32 |
| 2 | 8.23 |